Entry 1:
Density functional theory data (ωB97M-V/def2-TZVPD) for an isolated molecule of C4H11N3O2 at a distorted geometry.

Geometry (Å):
H: 3.286 -0.240 1.386
N: 2.327 -0.105 1.092
C: 2.080 0.200 -0.150
O: 2.536 0.188 -1.266
N: 0.485 0.410 0.065
C: 0.122 1.824 -0.045
C: -0.329 -0.506 -0.759
O: 0.151 -1.823 -0.636
C: -1.788 -0.520 -0.313
N: -1.868 -0.727 1.129
H: 0.882 0.029 1.171
H: 0.181 2.152 -1.086
H: 0.824 2.409 0.548
H: -0.878 1.984 0.357
H: -0.250 -0.163 -1.801
H: 1.038 -1.872 -1.015
H: -2.253 0.436 -0.562
H: -2.285 -1.293 -0.916
H: -2.834 -0.777 1.430
H: -1.426 -1.607 1.370

As for the total energy: -12890.4294 eV. The calculation puts the max |F| at 0.0354 Eh/bohr. The spin multiplicity is 1. The calculation puts the LUMO energy at 0.809 eV. As for the SMILES: [H]/N=C(\[O-])[N@@H+](C)[C@@H](O)CN. The total charge is 0. The calculation puts the energy above the lowest of the compared OMol25 structures with the same formula, charge and spin at 55.4 kcal/mol.

---

Entry 2:
Density functional theory data (ωB97M-V/def2-TZVPD) for a structure of composition C36H54Cl2F6MnN3O5SSi4Te at a distorted geometry.

Geometry (Å):
Mn: 0.395 1.046 0.031
O: -2.010 1.340 6.464
C: -0.618 1.291 6.188
C: -0.394 0.972 4.735
C: 0.871 0.616 4.294
C: 1.103 0.458 2.932
N: 0.129 0.567 2.040
C: -1.121 0.851 2.472
C: -1.425 1.080 3.798
C: -2.146 0.884 1.374
C: -3.496 1.108 1.571
C: -4.333 1.136 0.455
C: -5.807 1.380 0.630
O: -6.404 0.471 1.546
C: -3.775 0.914 -0.806
C: -2.409 0.688 -0.919
N: -1.621 0.667 0.149
H: -2.131 1.677 7.358
H: -0.120 0.532 6.805
H: -0.144 2.259 6.398
H: 1.698 0.511 4.982
H: 2.086 0.228 2.545
H: -2.416 1.351 4.120
H: -3.901 1.271 2.559
H: -6.306 1.334 -0.346
H: -5.970 2.379 1.042
H: -5.966 -0.382 1.452
H: -4.389 0.918 -1.696
H: -1.927 0.488 -1.870
Cl: 2.757 1.543 -0.092
C: 3.934 2.736 0.521
C: 4.995 2.875 -0.354
C: 6.039 3.727 -0.041
C: 5.983 4.421 1.158
C: 4.905 4.254 2.005
Cl: 4.945 5.168 3.491
C: 3.804 3.402 1.747
S: 2.482 3.205 2.827
H: 4.993 2.312 -1.276
H: 6.873 3.850 -0.717
H: 6.774 5.097 1.446
O: -0.687 0.700 -3.896
C: 0.146 1.670 -3.498
O: 0.806 1.629 -2.498
C: 0.182 2.896 -4.407
N: -0.520 2.600 -5.664
C: 0.538 2.241 -6.621
C: 1.723 3.144 -6.280
C: 1.633 3.304 -4.755
H: -0.338 3.682 -3.852
H: -1.011 3.426 -5.985
H: -1.087 1.056 -4.727
H: 0.172 2.342 -7.642
H: 0.804 1.193 -6.462
H: 1.609 4.109 -6.778
H: 2.673 2.716 -6.597
H: 1.837 4.326 -4.438
H: 2.337 2.662 -4.228
C: -2.957 -3.176 1.363
Si: -2.037 -3.805 -0.149
C: -2.431 -5.636 -0.344
C: -2.704 -2.901 -1.643
Si: 0.252 -3.456 0.070
Te: 0.933 -1.247 -0.840
Si: 0.910 -4.037 2.218
C: 0.318 -5.788 2.589
C: 0.212 -2.930 3.551
C: 2.780 -4.011 2.306
Si: 1.333 -4.849 -1.458
C: 1.246 -6.669 -0.981
C: 0.489 -4.630 -3.120
C: 3.138 -4.409 -1.658
H: -4.034 -3.315 1.242
H: -2.763 -2.112 1.514
H: -2.647 -3.696 2.269
H: -3.508 -5.814 -0.340
H: -1.990 -6.219 0.465
H: -2.027 -6.020 -1.280
H: -3.786 -3.025 -1.723
H: -2.240 -3.255 -2.563
H: -2.474 -1.841 -1.561
H: -0.768 -5.819 2.685
H: 0.748 -6.154 3.523
H: 0.595 -6.479 1.796
H: -0.869 -3.037 3.631
H: 0.419 -1.882 3.339
H: 0.655 -3.179 4.518
H: 3.209 -4.778 1.661
H: 3.132 -4.184 3.325
H: 3.165 -3.049 1.965
H: 0.225 -6.996 -0.789
H: 1.827 -6.858 -0.078
H: 1.657 -7.288 -1.780
H: -0.524 -5.032 -3.118
H: 1.054 -5.123 -3.913
H: 0.426 -3.566 -3.350
H: 3.709 -4.614 -0.753
H: 3.245 -3.347 -1.878
H: 3.567 -4.988 -2.479
C: -0.496 4.684 1.402
C: -0.486 4.177 -0.046
O: -0.266 2.867 -0.163
C: 0.586 4.991 -0.827
F: 1.807 4.583 -0.512
F: 0.458 4.865 -2.171
F: 0.537 6.314 -0.581
C: -1.872 4.461 -0.677
F: -2.037 3.869 -1.872
F: -2.851 3.976 0.108
F: -2.136 5.767 -0.855
H: 0.501 4.552 1.824
H: -1.185 4.061 1.973
H: -0.800 5.727 1.477

As for the total energy: -175232.4464 eV. The calculation puts the max |F| at 0.0300 Eh/bohr. The spin multiplicity is 2. The calculation puts the LUMO energy (spin up / spin down) at 2.016 / 2.032 eV. The expectation value of S² is 0.91. The total charge is -1. The calculation puts the energy above the lowest of the compared OMol25 structures with the same formula, charge and spin at 30.9 kcal/mol.

---

Entry 3:
Density functional theory data (ωB97M-V/def2-TZVPD) for a structure of composition C49H50BaN8O6P2S at a distorted geometry.

Geometry (Å):
Ba: 17.156 13.811 13.110
C: 20.638 11.679 13.203
N: 20.096 12.688 14.084
C: 21.088 13.830 14.192
C: 20.822 14.917 13.120
N: 19.861 14.995 12.239
C: 20.100 16.155 11.478
C: 19.244 16.754 10.524
C: 19.662 17.975 10.018
C: 20.738 18.708 10.577
C: 21.607 18.092 11.468
C: 21.206 16.853 12.006
N: 21.670 15.999 13.017
C: 19.671 11.253 12.073
N: 18.422 11.556 11.976
C: 17.926 10.704 10.925
C: 16.645 10.611 10.407
C: 16.522 9.837 9.292
C: 17.588 9.118 8.684
C: 18.853 9.245 9.259
C: 19.027 9.997 10.358
N: 20.166 10.368 11.119
H: 21.179 10.858 13.719
H: 21.462 12.132 12.593
H: 19.958 12.232 14.960
H: 22.006 13.419 13.926
H: 21.293 14.215 15.205
H: 18.399 16.169 10.141
H: 19.065 18.464 9.224
H: 21.005 19.641 10.098
H: 22.626 18.477 11.607
H: 22.479 16.130 13.575
H: 15.818 11.203 10.842
H: 15.560 9.736 8.772
H: 17.434 8.527 7.814
H: 19.792 8.845 8.710
H: 21.063 9.978 11.149
O: 16.911 13.324 15.619
P: 16.045 12.576 16.638
C: 14.461 11.996 15.885
P: 14.633 11.101 14.304
O: 15.414 11.990 13.381
C: 15.274 9.419 14.463
C: 14.394 8.316 14.725
C: 14.983 7.073 14.569
C: 16.348 6.924 14.323
C: 17.216 8.015 14.352
C: 16.621 9.301 14.503
C: 12.956 11.022 13.691
C: 11.861 11.726 14.302
C: 10.630 11.865 13.714
C: 10.255 10.923 12.770
C: 11.213 9.960 12.356
C: 12.533 10.068 12.732
C: 16.899 11.479 17.704
C: 16.359 10.277 18.013
C: 17.136 9.284 18.629
C: 18.384 9.578 19.187
C: 18.891 10.855 19.045
C: 18.175 11.793 18.273
C: 15.475 13.887 17.808
C: 16.377 14.905 17.945
C: 16.278 15.830 19.032
C: 15.231 15.774 19.923
C: 14.299 14.700 19.812
C: 14.389 13.791 18.759
H: 13.889 12.943 15.687
H: 13.880 11.338 16.552
H: 13.293 8.417 14.692
H: 14.371 6.182 14.537
H: 16.876 5.920 14.327
H: 18.291 7.948 14.284
H: 17.203 10.202 14.803
H: 11.895 12.302 15.261
H: 9.848 12.509 14.032
H: 9.347 10.895 12.146
H: 10.943 9.042 11.808
H: 13.203 9.422 12.202
H: 15.266 10.079 17.875
H: 16.666 8.313 18.657
H: 18.834 8.800 19.852
H: 19.810 11.101 19.471
H: 18.562 12.808 18.247
H: 17.114 15.009 17.151
H: 17.059 16.552 19.098
H: 15.025 16.493 20.720
H: 13.552 14.530 20.559
H: 13.717 12.915 18.818
C: 8.909 17.695 6.701
C: 10.234 17.129 7.228
S: 10.750 17.786 8.835
O: 9.612 17.608 9.700
O: 11.209 19.132 8.484
C: 12.161 16.971 9.646
C: 12.262 17.485 11.153
N: 13.068 16.617 11.980
C: 14.418 16.511 11.943
N: 14.849 15.628 12.834
C: 13.719 15.136 13.450
C: 12.576 15.812 13.060
N: 11.362 15.810 13.719
O: 10.480 16.650 13.413
O: 11.268 14.887 14.558
C: 15.286 17.303 11.064
H: 8.789 17.808 5.620
H: 8.790 18.652 7.220
H: 8.111 17.028 7.025
H: 10.998 17.514 6.513
H: 10.340 16.031 7.184
H: 13.045 17.108 9.040
H: 11.917 15.927 9.693
H: 11.215 17.391 11.471
H: 12.536 18.511 11.270
H: 13.748 14.392 14.196
H: 15.891 17.997 11.656
H: 14.698 17.994 10.499
H: 15.924 16.571 10.615

As for the total energy: -105924.7601 eV. The calculation puts the max |F| at 0.0911 Eh/bohr. The spin multiplicity is 1. The calculation puts the LUMO energy at -4.935 eV. The total charge is +2. The calculation puts the energy above the lowest of the compared OMol25 structures with the same formula, charge and spin at 42.3 kcal/mol.

---

Entry 4:
Density functional theory data (ωB97M-V/def2-TZVPD) for a cluster of 2 separate species, CH4NO3 in total at a distorted geometry.

Geometry (Å):
C: 2.376 0.084 -0.056
N: -1.178 -0.499 -0.077
O: -1.560 0.949 0.128
O: 2.812 -0.976 -0.025
O: 1.843 1.150 -0.068
H: -0.653 -0.572 -1.007
H: -2.072 -1.127 0.081
H: -0.526 -0.932 0.583
H: -1.041 1.922 0.442

As for the total energy: -8724.0568 eV. The calculation puts the max |F| at 0.0955 Eh/bohr. The spin multiplicity is 1. The calculation puts the LUMO energy at -5.822 eV. The total charge is +1. The calculation puts the energy above the lowest of the compared OMol25 structures with the same formula, charge and spin at 0.0 kcal/mol.

---

Entry 5:
Density functional theory data (ωB97M-V/def2-TZVPD) for an isolated molecule of C19H17FN2O3 at a distorted geometry.

Geometry (Å):
O: -3.088 1.589 3.091
C: -2.056 1.469 2.457
C: -1.688 0.183 1.783
C: -1.658 -0.981 2.561
C: -1.372 -2.217 2.018
C: -1.136 -2.270 0.652
N: -0.842 -3.319 -0.190
C: -0.748 -2.797 -1.362
C: -0.445 -3.528 -2.623
C: 0.725 -2.889 -3.325
C: 0.569 -1.736 -4.083
C: 1.653 -1.136 -4.700
C: 2.919 -1.681 -4.569
C: 3.101 -2.829 -3.819
C: 2.007 -3.411 -3.207
F: 2.199 -4.534 -2.481
O: -0.951 -1.453 -1.416
C: -1.197 -1.097 -0.129
C: -1.464 0.143 0.414
N: -1.182 2.487 2.297
C: -1.367 3.751 2.982
C: 0.003 4.014 3.600
C: 0.969 3.492 2.524
O: 1.295 4.468 1.561
C: 0.174 2.385 1.802
H: -1.870 -0.891 3.615
H: -1.341 -3.111 2.619
H: -0.231 -4.563 -2.361
H: -1.325 -3.491 -3.272
H: -0.416 -1.306 -4.185
H: 1.508 -0.241 -5.285
H: 3.765 -1.216 -5.051
H: 4.075 -3.278 -3.700
H: -1.520 1.028 -0.200
H: -2.175 3.653 3.707
H: -1.618 4.530 2.255
H: 0.167 5.068 3.819
H: 0.123 3.436 4.516
H: 1.890 3.093 2.971
H: 1.743 5.205 1.992
H: 0.583 1.391 1.992
H: 0.224 2.592 0.728

As for the total energy: -31819.7492 eV. The calculation puts the max |F| at 0.0247 Eh/bohr. The spin multiplicity is 1. The calculation puts the LUMO energy at 0.600 eV. As for the SMILES: O=C(c1ccc2nc(Cc3ccccc3F)oc2c1)N1CC[C@H](O)C1. The total charge is 0. The calculation puts the energy above the lowest of the compared OMol25 structures with the same formula, charge and spin at 26.8 kcal/mol.

---

Entry 6:
Density functional theory data (ωB97M-V/def2-TZVPD) for a structure of composition C11H27ClIInN2P2 at a distorted geometry.

Geometry (Å):
C: 0.117 -0.071 -4.290
I: -2.680 -0.093 -0.551
H: 1.192 0.055 -4.478
H: -0.462 0.792 -4.647
H: -0.276 -1.001 -4.730
In: -0.437 -0.232 -2.145
P: 0.283 2.212 -1.159
C: -1.195 3.190 -0.718
C: 1.436 2.355 0.265
H: 1.605 3.418 0.525
H: 1.155 4.186 -2.310
H: 2.395 1.890 -0.016
H: 2.080 2.711 -2.704
H: -1.690 2.700 0.132
H: 1.005 1.810 1.133
C: 1.075 3.115 -2.532
H: -0.957 4.231 -0.460
H: 0.486 2.969 -3.447
H: -1.892 3.170 -1.566
P: 0.300 -2.825 -0.740
C: -1.029 -3.995 -0.269
C: 1.227 -3.827 -1.966
H: 2.341 -2.378 0.484
H: 1.731 -4.033 0.837
H: 0.993 -2.609 1.629
C: 1.447 -2.980 0.701
H: 2.196 -3.354 -2.149
H: 1.377 -4.848 -1.597
H: -0.635 -5.013 -0.168
H: -1.808 -3.969 -1.042
H: 0.667 -3.850 -2.907
H: -1.480 -3.671 0.676
Cl: 2.023 -0.537 -1.455
C: -0.859 2.743 3.445
C: -0.885 1.286 3.310
N: -0.497 0.553 2.280
C: -0.822 -0.749 2.595
C: -1.389 -0.810 3.853
N: -1.394 0.495 4.290
H: -1.639 3.052 4.150
H: 0.116 3.079 3.811
H: -1.048 3.152 2.447
H: -0.630 -1.526 1.877
H: -1.774 -1.631 4.443
H: -1.771 0.835 5.163

As for the total energy: -59183.7430 eV. The calculation puts the max |F| at 0.0739 Eh/bohr. The spin multiplicity is 1. The calculation puts the LUMO energy (spin up / spin down) at -10.347 / -10.759 eV. The total charge is +2. The calculation puts the energy above the lowest of the compared OMol25 structures with the same formula, charge and spin at 83.2 kcal/mol.

---

Entry 7:
Density functional theory data (ωB97M-V/def2-TZVPD) for a structure of composition C2H4OY at a distorted geometry.

Geometry (Å):
C: 0.557 0.289 0.386
C: -0.334 -0.552 -0.533
O: 0.297 -1.366 -1.394
Y: -0.678 1.964 1.474
H: 1.333 0.797 -0.217
H: 1.011 -0.352 1.163
H: -1.100 0.297 -0.997
H: -1.087 -1.076 0.117

As for the total energy: -5215.9890 eV. The calculation puts the max |F| at 0.0662 Eh/bohr. The spin multiplicity is 1. The calculation puts the LUMO energy (spin up / spin down) at -5.415 / -6.263 eV. The total charge is +1. The calculation puts the energy above the lowest of the compared OMol25 structures with the same formula, charge and spin at 92.3 kcal/mol.

---

Entry 8:
Density functional theory data (ωB97M-V/def2-TZVPD) for a structure of composition C12H18As3CaF21O8 at a distorted geometry.

Geometry (Å):
Ca: -4.879 25.137 -12.800
As: -7.165 24.798 -9.636
F: -8.176 24.220 -11.036
F: -5.938 25.435 -10.856
F: -6.505 25.680 -8.237
F: -8.209 23.984 -8.451
F: -6.077 23.394 -9.563
F: -8.314 26.242 -9.703
As: -3.318 25.657 -15.768
F: -3.765 27.319 -15.352
F: -4.984 25.210 -15.104
F: -2.836 23.950 -16.165
F: -1.650 26.203 -16.119
F: -2.887 25.535 -13.997
F: -3.814 25.900 -17.468
As: -1.233 24.873 -10.756
F: -2.831 25.653 -11.447
F: -1.655 25.475 -9.120
F: 0.091 23.965 -10.014
F: -1.025 24.036 -12.343
F: -0.217 26.297 -11.285
F: -2.278 23.537 -10.254
C: -4.795 21.636 -12.515
O: -4.672 20.795 -11.327
O: -4.507 22.815 -11.902
C: -4.131 21.304 -13.939
F: -4.884 20.305 -14.531
F: -4.111 22.318 -14.815
F: -2.875 20.813 -13.817
C: -5.431 19.592 -11.341
C: -4.717 18.485 -10.510
H: -5.386 17.693 -10.173
H: -3.819 17.964 -10.842
H: -4.526 18.946 -9.541
H: -5.667 19.101 -12.286
H: -6.469 19.727 -11.038
H: -5.874 21.512 -12.605
C: -9.070 30.140 -11.278
C: -7.531 29.999 -11.375
C: -6.921 29.726 -10.062
O: -5.949 28.749 -10.189
C: -6.035 28.324 -11.437
O: -5.229 27.577 -11.999
O: -7.114 28.861 -12.067
H: -9.167 31.145 -10.868
H: -9.582 29.430 -10.628
H: -9.669 30.177 -12.188
H: -7.078 30.832 -11.913
H: -7.650 29.336 -9.351
H: -6.643 30.618 -9.500
C: -11.033 26.637 -15.319
C: -10.336 25.906 -14.200
C: -9.801 24.482 -14.485
O: -8.724 24.453 -13.580
C: -8.236 25.674 -13.513
O: -7.142 25.837 -13.052
O: -9.113 26.534 -14.053
H: -11.153 27.669 -14.988
H: -12.088 26.391 -15.445
H: -10.412 26.509 -16.205
H: -10.851 25.875 -13.239
H: -9.352 24.289 -15.460
H: -10.590 23.752 -14.308

As for the total energy: -287151.9819 eV. The calculation puts the max |F| at 0.0878 Eh/bohr. The spin multiplicity is 1. The calculation puts the LUMO energy at 3.423 eV. The total charge is -2.

---

- max |F| of number 3 (C49H50BaN8O6P2S)?
  0.0911 Eh/bohr

---

- Look up the max |F| of the fifth one.
  0.0247 Eh/bohr

---

- Among the records above, which one has the lowest max |F|?
  C19H17FN2O3

---

- What is the max |F| in the seventh record?
  0.0662 Eh/bohr